# C10H15N3

2 unconnected molecules or ions with the total composition C10H15N3 (wB97M-V/def2-TZVPD, the OMol25 dataset).

Summary:
HOMO	-8.01	eV
ΔE to the lowest compared entry with this formula, charge and spin	361.0	kJ/mol

```
28
Properties=species:S:1:pos:R:3:forces:R:3:nbo_charge:R:1
N -0.413 0.532 -0.307 0.9 -0.3 -1.3 -0.187
N -0.582 -0.129 -1.545 -1.2 1.0 2.9 -0.267
N 0.622 -2.176 1.004 2.7 2.1 0.1 -0.516
C -2.541 0.074 -0.346 1.3 -0.7 1.3 -0.141
C 1.834 0.879 -0.848 -0.6 -0.5 0.0 -0.160
C 1.669 -1.649 1.078 -0.9 -0.9 0.1 0.272
C 3.290 1.218 -0.801 -1.8 1.1 -0.7 -0.642
C -1.530 0.635 0.450 0.6 -1.0 -2.2 -0.050
C -1.886 -0.432 -1.497 0.8 1.2 1.1 -0.053
C -3.904 -0.098 0.161 0.0 -3.1 -0.2 -0.624
C 0.880 1.031 0.086 0.4 -0.8 -3.1 0.150
C 0.932 1.580 1.428 -0.3 -1.0 0.8 -0.662
C -0.648 -2.650 0.835 -2.3 0.7 -2.1 -0.446
H -1.256 -2.507 1.670 -0.6 0.2 2.0 0.214
H 1.941 1.860 1.679 0.1 0.5 0.2 0.243
H 0.172 2.356 1.511 0.4 0.3 0.4 0.220
H -2.243 -1.091 -2.232 -0.8 -0.4 -1.0 0.209
H 3.404 1.753 -1.725 0.8 0.0 -0.8 0.216
H 3.584 1.940 -0.087 0.2 0.4 1.3 0.205
H -4.258 0.812 0.382 -1.6 3.5 0.9 0.215
H -1.356 0.915 1.479 -0.9 0.3 -0.2 0.232
H 3.877 0.348 -0.770 1.0 -1.1 0.0 0.227
H 1.528 0.406 -1.825 0.2 0.5 1.4 0.238
H -0.560 -3.684 0.667 -0.4 -1.4 -0.6 0.219
H -4.070 -0.712 1.071 0.6 0.1 -0.4 0.207
H 0.655 0.721 2.081 0.2 0.7 0.1 0.221
H -1.301 -2.100 0.048 1.7 -1.0 0.7 0.243
H -4.559 -0.507 -0.577 -0.4 -0.3 -0.6 0.216
```
Positions in Å, forces in eV/Å.

# C8H20NOSi

A gas-phase ion, C8H20NOSi (charge +1) (wB97M-V/def2-TZVPD, the OMol25 dataset).

Summary:
SMILES	C/C=C(\O[Si](C)(C)C)[NH+](C)C
charge	+1
HOMO	-13.51	eV
ΔE to the lowest compared entry with this formula, charge and spin	17.3	kJ/mol

```
31
Properties=species:S:1:pos:R:3:forces:R:3:nbo_charge:R:1
Si -0.279 1.264 -1.139 0.7 2.1 -1.2 1.841
O -0.725 0.322 0.105 1.2 -4.8 3.1 -0.909
N 0.883 -0.621 1.586 -0.4 0.2 -1.1 -0.398
C 1.950 -1.655 1.768 2.3 0.9 0.6 -0.428
C -0.573 -2.120 0.292 -1.1 -1.8 -0.1 -0.212
C -0.116 -0.938 0.650 -3.4 1.1 -3.9 0.404
C -1.109 0.824 -2.817 1.5 -0.2 0.0 -1.131
C 0.117 -0.052 2.719 1.8 2.3 1.0 -0.415
C -0.937 2.903 -0.392 1.0 0.9 1.0 -1.141
C -1.628 -2.384 -0.753 -1.3 1.3 0.1 -0.647
C 1.654 1.382 -1.226 -2.4 0.1 1.6 -1.130
H -0.318 -0.784 3.363 0.1 -0.6 0.3 0.245
H 1.299 0.152 1.046 0.4 0.2 0.8 0.463
H -2.041 3.029 -0.457 0.8 0.2 -0.5 0.257
H -1.948 0.135 -2.639 0.4 0.0 -0.3 0.248
H -1.174 -2.824 -1.619 0.2 -0.9 -0.3 0.242
H -0.307 3.819 -0.709 -1.5 -1.3 0.0 0.254
H 0.857 0.633 3.172 -0.5 -0.6 0.8 0.227
H 2.065 2.092 -0.513 0.1 -0.1 0.2 0.243
H 2.921 -0.994 1.828 -1.7 -1.8 0.1 0.246
H -0.765 2.925 0.744 0.0 -0.4 -1.4 0.233
H -0.633 0.629 2.336 -0.2 -0.3 -0.3 0.267
H 2.133 0.441 -1.214 0.8 -1.1 0.1 0.225
H 1.762 1.787 -2.172 0.7 0.9 -2.1 0.257
H 1.815 -2.259 2.686 -0.1 0.6 -0.5 0.252
H -0.366 0.468 -3.652 -1.6 0.6 1.6 0.262
H -1.560 1.783 -3.084 0.1 -0.1 -0.4 0.257
H -2.483 -2.974 -0.357 0.9 -0.1 -0.2 0.246
H -0.368 -3.142 0.728 0.8 1.7 0.0 0.251
H -2.139 -1.509 -1.178 0.5 0.2 0.5 0.231
H 2.012 -2.334 0.898 -0.2 0.7 0.4 0.258
```
Positions in Å, forces in eV/Å.

# C44H45ClN5O3Sb2V

A molecular structure, C44H45ClN5O3Sb2V (wB97M-V/def2-TZVPD, the OMol25 dataset).

Summary:
charge	+1
spin multiplicity	2
HOMO (alpha / beta)	-10.28 / -8.59	eV
ΔE to the lowest compared entry with this formula, charge and spin	18.6	kJ/mol

```
101
Properties=species:S:1:pos:R:3:forces:R:3:lowdin_spin:R:1
Sb 1.915 -3.965 -0.355 0.2 -0.3 0.3 -0.002
Sb -0.663 -1.640 -2.672 -0.3 -0.7 -0.7 0.002
V 0.179 0.123 -0.227 0.8 0.1 -1.2 1.277
Cl 5.756 2.406 4.949 0.1 0.0 0.1 0.000
O 1.394 1.823 -0.744 0.0 -0.3 -0.3 0.008
O 0.000 1.795 0.939 -0.1 0.0 0.1 -0.006
O 2.418 4.264 0.506 0.0 0.0 -0.3 0.000
N 1.700 -0.381 0.977 0.4 -0.2 0.5 -0.027
N -0.844 -1.023 0.979 -0.6 -0.5 0.8 -0.021
N -1.262 1.087 -1.295 -0.8 0.8 -0.6 0.006
N -4.982 6.327 -0.976 -0.2 -0.1 0.0 0.000
N -3.067 7.709 -0.808 0.1 0.2 0.0 0.000
C -4.264 5.264 -0.609 0.3 0.2 0.1 0.000
C 3.009 -0.139 0.908 0.3 0.0 0.0 -0.022
C -2.816 -1.531 -2.877 0.3 0.1 0.3 0.002
C -1.571 2.725 -3.005 -0.1 0.0 0.0 0.000
C 2.567 3.235 2.703 -0.2 0.0 -0.1 0.000
C 3.334 -0.661 3.227 -0.2 0.0 0.1 -0.025
C 4.510 4.083 1.536 -0.1 0.0 -0.1 0.000
C 5.303 3.637 2.579 0.0 0.0 0.0 0.000
C -2.142 -1.942 3.300 0.2 0.1 0.0 -0.064
C 1.072 -4.962 1.369 0.0 0.2 -0.2 0.000
C -0.290 -5.584 -1.801 -0.3 0.0 -0.2 0.000
C -0.886 -6.573 -1.013 0.0 0.0 -0.1 0.000
C -0.339 -0.774 -4.634 0.1 0.0 0.4 -0.001
C 0.822 2.414 0.200 0.4 0.9 0.4 0.005
C -2.111 -1.471 0.945 -0.1 -0.1 0.1 -0.051
C -0.798 -1.551 3.367 -0.3 -0.1 -0.3 0.000
C 3.851 -0.279 2.004 0.0 0.0 0.0 -0.011
C -2.249 -6.801 -1.024 0.0 0.0 0.0 0.000
C -2.495 -5.051 -2.631 0.1 0.0 0.0 0.000
C 1.962 -0.920 3.340 0.2 0.1 -0.4 -0.008
C 3.372 2.838 3.763 0.1 -0.1 0.0 0.000
C -3.252 2.432 -1.318 0.1 0.1 -0.2 -0.001
C -2.354 6.654 -0.431 -0.1 -0.1 0.0 0.000
C -4.352 7.490 -1.051 0.1 0.0 0.0 0.000
C -2.447 1.439 -0.777 -0.1 0.0 0.0 -0.001
C 1.063 3.913 0.429 -0.1 -0.1 0.0 0.000
C -3.060 -6.042 -1.851 -0.1 0.0 0.0 0.000
C 1.197 -5.475 -1.757 0.1 0.4 0.0 0.000
C -0.189 -1.111 2.179 0.2 -0.1 0.4 -0.035
C -0.842 1.721 -2.398 -0.1 0.2 -0.3 0.005
C -1.123 -4.785 -2.617 0.0 -0.2 0.3 0.000
C 5.087 4.835 0.373 -0.1 -0.1 0.0 0.000
C -0.630 -3.689 -3.508 0.3 0.2 0.4 0.000
C -2.909 5.393 -0.300 -0.1 0.0 0.0 0.000
C 1.190 -0.775 2.172 -0.2 -0.3 0.3 -0.025
C 3.851 -4.906 -0.088 -0.3 0.2 -0.1 -0.001
C 4.738 3.006 3.680 -0.1 0.0 -0.1 0.000
C 3.131 3.834 1.589 0.3 0.0 0.3 0.000
C -5.010 3.997 -0.477 0.0 -0.2 0.0 0.000
C -2.792 3.087 -2.463 0.0 -0.2 0.1 -0.001
C -0.011 -1.616 4.562 0.3 0.0 0.1 -0.001
C -4.556 2.765 -0.715 -0.1 0.2 0.1 0.000
C 1.311 -1.331 4.545 -0.2 -0.1 0.2 0.010
C -2.780 -1.924 2.072 0.0 0.0 0.0 -0.004
H -0.893 0.159 -4.721 0.0 0.0 0.0 0.000
H -3.129 -4.476 -3.296 0.0 0.0 0.0 0.000
H 4.786 4.378 -0.570 0.1 0.0 0.0 0.000
H -0.701 -1.476 -5.383 0.0 0.0 0.0 0.000
H 1.909 -1.422 5.443 0.0 0.0 0.0 0.001
H 1.499 3.078 2.781 0.0 0.0 0.0 0.000
H 4.389 -4.419 0.724 0.0 0.0 0.0 0.000
H -3.805 -2.255 1.981 0.0 0.0 0.0 0.001
H -2.658 -2.265 4.194 0.0 0.0 0.0 -0.004
H -5.203 1.925 -0.491 0.0 0.0 0.0 0.000
H -2.328 4.553 0.053 0.0 0.0 0.0 0.000
H 0.120 1.424 -2.791 0.0 0.0 0.0 0.002
H 0.007 -4.747 1.449 0.0 0.0 0.0 0.000
H 4.704 5.857 0.369 0.0 0.0 0.0 0.000
H 0.682 4.426 -0.456 0.0 0.0 0.0 0.000
H 3.711 -5.959 0.150 0.0 0.0 0.0 0.000
H 0.719 -0.582 -4.805 0.0 0.0 0.0 0.000
H 0.501 4.249 1.305 0.0 -0.1 0.0 0.000
H 1.214 -6.035 1.261 0.0 0.0 0.0 0.000
H 6.172 4.868 0.432 0.0 0.0 0.0 0.000
H 2.929 2.399 4.645 0.0 -0.1 0.0 0.000
H -4.124 -6.234 -1.901 0.0 0.0 0.0 0.000
H 1.639 -6.411 -1.420 0.0 0.0 0.0 0.000
H -0.495 -1.928 5.478 0.0 0.0 0.0 0.000
H -3.288 -2.239 -2.196 0.0 0.0 0.0 0.000
H 0.374 -3.885 -3.883 0.0 0.1 0.0 0.000
H 3.976 -0.761 4.093 0.0 0.0 0.0 -0.001
H -3.070 -1.800 -3.901 0.0 0.0 0.0 0.000
H -2.745 0.922 0.128 0.0 0.0 0.0 -0.001
H -6.029 4.125 -0.132 0.0 0.0 0.0 0.000
H -3.175 -0.524 -2.667 0.0 0.0 0.0 0.000
H -2.598 -1.471 -0.023 0.0 0.1 0.0 -0.003
H 1.629 -5.220 -2.725 0.0 -0.1 -0.1 0.000
H -1.303 -3.569 -4.356 0.1 0.0 -0.1 0.000
H -4.948 8.351 -1.332 0.0 0.0 0.0 0.000
H 1.579 -4.618 2.269 0.0 0.0 0.0 0.000
H 4.432 -4.816 -1.004 0.0 0.0 0.0 0.000
H -1.304 6.835 -0.223 0.0 0.0 0.0 0.000
H -2.673 -7.587 -0.413 0.0 0.0 0.0 0.000
H 3.400 0.159 -0.057 -0.1 0.1 0.0 -0.001
H -1.187 3.206 -3.893 0.0 0.0 0.0 0.000
H 4.905 -0.066 1.896 0.0 0.0 0.0 0.000
H -0.250 -7.201 -0.400 0.0 0.0 0.0 0.000
H 6.373 3.790 2.539 0.0 0.0 0.0 0.000
H -3.393 3.864 -2.915 0.0 0.0 0.0 0.000
```
Positions in Å, forces in eV/Å.

# H18O9

8 unconnected molecules or ions with the total composition H18O9 (wB97M-V/def2-TZVPD, the OMol25 dataset).

Summary:
HOMO	-7.37	eV
ΔE to the lowest compared entry with this formula, charge and spin	1067.3	kJ/mol

```
27
Properties=species:S:1:pos:R:3:forces:R:3:nbo_charge:R:1
O -1.409 0.504 -2.131 -3.3 -0.2 -12.6 -0.909
O -2.067 -2.615 1.180 0.5 -2.2 1.1 -0.925
O 4.703 -1.312 -0.999 -0.8 1.1 2.9 -0.930
O -0.493 -1.515 -1.412 -0.8 -5.5 -0.2 -0.970
O -1.207 0.341 -0.510 -2.2 -1.0 12.7 -0.876
O -2.741 2.821 -0.331 -1.2 -1.9 -1.4 -0.929
O -0.205 0.155 2.770 -1.8 1.5 3.0 -0.928
O 2.863 3.117 0.582 1.1 0.6 -0.5 -0.916
O 0.406 -0.391 0.629 2.1 1.2 -0.3 -0.917
H -1.330 0.781 0.304 0.4 1.3 2.7 0.428
H -2.199 2.198 0.178 -0.3 0.6 -0.3 0.458
H -2.009 0.884 -2.772 -0.3 0.4 -1.7 0.423
H -2.468 -1.866 0.820 -0.9 1.9 -0.8 0.460
H -0.593 -2.526 -1.436 0.8 2.2 -0.4 0.481
H 4.940 -0.352 -0.971 -0.1 -1.1 -0.3 0.467
H 3.360 2.557 -0.019 0.3 0.2 -0.2 0.458
H -1.134 -2.573 0.986 0.3 0.3 -0.2 0.470
H 2.171 2.550 0.848 -1.4 -0.7 0.7 0.460
H -3.177 2.173 -1.001 1.2 1.8 1.7 0.469
H 4.357 -1.427 -0.036 0.9 0.0 -2.5 0.464
H -1.876 -0.362 -1.880 1.2 2.3 -1.9 0.482
H 0.941 0.381 0.347 -0.9 -0.4 0.1 0.473
H 0.093 -0.682 2.513 0.7 -1.5 -0.9 0.463
H 1.072 -1.000 0.787 2.5 -2.3 0.6 0.439
H 0.317 -1.230 -1.818 0.5 -0.1 -0.4 0.502
H -1.574 -0.529 -0.184 1.2 1.2 -0.3 0.446
H -0.742 -0.084 3.556 0.4 0.7 -0.4 0.459
```
Positions in Å, forces in eV/Å.

# C22H25BiIN6O3S3

A molecular structure, C22H25BiIN6O3S3 (wB97M-V/def2-TZVPD, the OMol25 dataset).

Summary:
charge	+1
HOMO	-10.72	eV
ΔE to the lowest compared entry with this formula, charge and spin	0.0	kJ/mol

```
61
Properties=species:S:1:pos:R:3:forces:R:3:nbo_charge:R:1
Bi 0.136 0.323 -1.659 0.3 0.5 0.4 1.948
I -5.170 3.955 -1.469 0.2 -0.2 0.1 0.239
S 0.076 -1.486 1.491 0.0 0.1 -0.4 2.344
S 2.186 -3.441 -0.483 0.0 0.0 0.0 0.470
S -2.274 -1.833 -2.366 0.2 0.5 0.1 1.533
O 1.350 -1.646 2.125 0.1 -0.3 -0.1 -0.924
O -0.690 -0.301 1.794 -0.2 0.1 -0.1 -0.995
O -2.646 -1.929 -0.967 0.0 -0.1 0.0 -0.881
N -1.208 -0.860 -2.760 -0.6 -0.7 -0.7 -1.260
N -3.171 -6.253 2.625 0.0 0.0 0.0 -0.770
N 1.559 -1.540 -2.049 0.0 -0.1 0.2 -0.632
N -1.969 1.233 -0.849 0.0 0.0 0.1 -0.387
N -2.370 1.427 0.412 0.1 0.0 0.0 -0.311
N 0.336 -1.342 -0.164 -0.3 0.0 0.7 -1.032
C 1.387 2.409 0.575 0.0 0.1 0.0 -0.270
C 3.131 0.932 -0.247 0.0 0.0 0.0 -0.026
C -2.421 -5.151 2.369 0.1 0.1 0.0 0.228
C -0.296 4.528 -1.578 0.1 0.0 0.0 -0.595
C 0.439 5.223 0.725 0.1 0.0 -0.1 -0.602
C 1.277 -2.031 -0.856 0.5 -0.3 -0.1 0.235
C -3.416 2.258 0.466 -0.1 0.1 -0.1 -0.026
C -2.769 1.966 -1.622 0.0 -0.1 0.1 -0.045
C 4.054 -0.235 -0.040 0.0 0.1 0.0 -0.650
C 1.595 3.301 -0.475 0.0 0.1 0.0 0.087
C -1.029 -5.256 2.203 -0.1 0.0 0.0 -0.268
C -0.277 -4.141 1.921 -0.1 0.0 0.1 -0.167
C 2.972 -3.334 -2.028 -0.1 0.0 0.1 -0.436
C -3.705 2.634 -0.832 -0.2 0.2 -0.1 -0.297
C -3.022 -3.884 2.268 -0.1 -0.1 0.0 -0.278
C -2.270 -2.773 1.971 0.0 0.0 -0.1 -0.127
C 2.160 1.255 0.697 0.1 0.0 0.0 -0.233
C -0.900 -2.904 1.777 0.3 0.4 0.0 -0.375
C 2.531 2.943 -1.449 0.0 0.0 0.0 -0.247
C 0.886 4.636 -0.611 -0.1 -0.1 0.0 -0.271
C 2.512 -2.273 -2.715 0.0 0.0 -0.1 -0.029
C 3.270 1.774 -1.352 0.0 0.0 0.0 -0.216
H 0.660 2.619 1.351 0.0 0.1 0.0 0.229
H -1.104 3.964 -1.113 -0.1 -0.1 0.0 0.195
H 2.810 -1.971 -3.707 0.0 0.0 0.0 0.237
H 5.006 0.122 0.359 0.0 0.0 0.0 0.240
H 4.266 -0.748 -0.979 0.0 -0.1 0.0 0.219
H 1.296 5.382 1.380 -0.1 0.0 0.1 0.222
H -0.270 4.568 1.235 0.0 0.0 0.0 0.196
H -1.894 0.895 1.142 -0.1 0.0 0.0 0.468
H 4.007 1.538 -2.111 0.0 0.0 0.0 0.225
H -2.651 1.980 -2.694 0.0 0.0 0.0 0.239
H -2.736 -7.146 2.762 0.0 0.0 0.0 0.401
H 1.611 5.323 -1.056 0.0 0.0 0.0 0.214
H 3.639 -0.941 0.678 0.0 0.0 0.0 0.233
H 0.796 -4.219 1.853 0.1 0.0 0.0 0.234
H 3.701 -4.068 -2.326 0.0 0.0 0.0 0.265
H -4.144 -6.165 2.847 0.0 0.0 0.0 0.401
H 2.041 0.625 1.566 0.0 -0.1 0.0 0.246
H -3.896 2.536 1.389 0.1 -0.1 0.0 0.250
H -0.054 6.182 0.565 0.0 0.0 0.0 0.224
H -0.005 4.023 -2.503 0.0 0.0 0.0 0.200
H 2.704 3.615 -2.283 0.0 0.0 0.0 0.225
H -2.727 -1.797 1.889 -0.1 -0.1 0.0 0.236
H -4.089 -3.799 2.431 0.0 0.1 0.0 0.222
H -0.678 5.515 -1.839 0.0 0.0 0.0 0.227
H -0.549 -6.220 2.322 0.0 0.0 0.0 0.221
```
Positions in Å, forces in eV/Å.

Record order is preserved below.
Molar mass: 177.25; 174.34; 1021.79; 162.13; 853.57 g/mol